{"formula": "C40H71N12O6P", "method": "the ωB97M-V functional and the def2-TZVPD basis", "species": ["P", "O", "O", "O", "O", "O", "O", "N", "N", "N", "N", "N", "N", "N", "N", "N", "N", "N", "N", "C", "C", "C", "C", "C", "C", "C", "C", "C", "C", "C", "C", "C", "C", "C", "C", "C", "C", "C", "C", "C", "C", "C", "C", "C", "C", "C", "C", "C", "C", "C", "C", "C", "C", "C", "C", "C", "C", "C", "C", "H", "H", "H", "H", "H", "H", "H", "H", "H", "H", "H", "H", "H", "H", "H", "H", "H", "H", "H", "H", "H", "H", "H", "H", "H", "H", "H", "H", "H", "H", "H", "H", "H", "H", "H", "H", "H", "H", "H", "H", "H", "H", "H", "H", "H", "H", "H", "H", "H", "H", "H", "H", "H", "H", "H", "H", "H", "H", "H", "H", "H", "H", "H", "H", "H", "H", "H", "H", "H", "H", "H"], "xyz": [[2.247805, 0.009325, -0.377764], [-2.604209, 1.725151, -1.936625], [-0.278577, 2.087339, -2.971080], [2.005636, 1.582432, -3.638968], [-0.370223, 1.292195, -0.762905], [3.872839, 2.523185, -4.045461], [0.059053, -2.937286, -0.688345], [-7.036848, 4.134617, 3.807657], [7.642265, 7.587126, -1.620292], [3.300448, 1.754348, -3.289950], [4.527726, 1.518597, 0.915852], [-3.396191, 0.311511, 3.986728], [2.204294, -4.829527, -5.622349], [-4.975600, -3.795498, -1.578657], [2.163328, 3.345619, -0.500499], [-1.864203, -1.367891, -0.414217], [1.892500, 0.027625, 1.234583], [5.012416, -3.015683, -1.933154], [-8.478769, -3.373623, 5.950485], [-6.538376, 4.526620, 2.835342], [4.085909, -6.711777, -1.489387], [8.716954, 8.313065, 1.990043], [9.781699, 8.395447, -0.323212], [9.849566, 7.827218, 1.093881], [6.921879, 4.056911, 0.567218], [2.985799, -5.744232, -1.070365], [6.522573, 4.252650, -0.890248], [-4.933196, -4.954792, -1.536518], [-5.451649, 0.547066, 2.364203], [4.598447, -2.291213, -5.970983], [-6.271467, -3.133532, 8.664658], [-3.015781, -2.238040, -0.867105], [0.235866, -0.770861, -2.121406], [4.603666, -3.757503, -5.540159], [5.586887, 1.991917, 0.956847], [-4.884251, -6.421762, -1.492783], [1.126392, 1.897654, -2.478581], [4.062321, -3.682206, -1.957702], [-4.157032, -6.725451, -3.915703], [-4.302195, 0.419797, 3.269116], [-1.771847, -1.245807, 1.091282], [-7.510928, 3.828083, 0.013220], [-7.404080, -2.647684, 9.560820], [-7.531522, -3.019557, 6.520482], [-0.543417, -1.768806, -1.033526], [3.263456, -4.356207, -5.581354], [-6.339335, -2.565302, 7.247565], [-3.840972, -6.997053, -2.449993], [8.589512, 7.941193, -1.050294], [6.927098, 2.590622, 0.998042], [-7.158867, -0.435938, 3.979977], [4.199141, -2.095474, -7.428449], [-5.908768, 5.012803, 1.601030], [0.771449, 0.631406, -1.445448], [2.865846, -4.532746, -1.994246], [-6.764226, 0.757242, 3.118266], [1.430314, 3.373900, -1.823965], [-1.257721, 1.723213, -1.893988], [-6.910315, 5.156787, 0.455685], [3.166892, -5.417032, -0.039422], [-6.728479, 3.130252, -0.300388], [1.464362, 3.024213, 0.224614], [-3.402927, -7.194728, -4.555128], [-6.281458, -4.229714, 8.633318], [0.421337, 3.987620, -1.650319], [1.997381, -3.938510, -1.686636], [-5.134986, -7.134592, -4.187282], [8.712820, 9.405284, 2.057763], [-4.640435, -6.739330, -0.472158], [3.174442, -2.432222, -7.612416], [-8.379347, -2.974619, 9.187696], [1.211889, -1.381982, -2.436108], [-0.769642, -0.663044, 1.370819], [-6.698633, 1.651731, 3.749366], [2.030818, 4.000906, -2.639284], [2.674914, -4.864017, -3.021600], [-3.981245, -1.550233, -0.861825], [4.098341, -7.577907, -0.820489], [2.595433, 0.708403, 1.649707], [2.632325, -1.351962, -0.763164], [3.921846, -7.072585, -2.509411], [7.611576, 2.017040, 0.362316], [2.029539, -6.281827, -1.071491], [4.869254, -2.646959, -8.095051], [7.315014, 2.524462, 2.021328], [-7.718620, 5.839639, 0.743877], [3.922381, -1.711524, -5.330988], [-5.317158, -2.835641, 9.116320], [9.802089, 9.490881, -0.287681], [6.577272, 5.313191, -1.154862], [-8.185633, 3.985159, -0.834046], [-5.286591, 1.401512, 1.697383], [-2.848688, -6.593833, -2.214448], [-6.423718, -0.621784, 4.768817], [-6.318945, -1.469868, 7.283096], [-7.252256, -1.342291, 3.373886], [4.253840, -1.034933, -7.693063], [5.605276, -1.880095, -5.827027], [-6.398957, 5.611147, -0.401936], [-5.097553, 4.337532, 1.305071], [-8.123667, -0.248137, 4.461278], [-2.646565, -0.557804, 1.510054], [-1.701960, -2.280930, 1.641735], [-5.445210, -2.880919, 6.697202], [-7.562505, 0.939343, 2.388176], [3.361810, 0.908205, -0.675137], [7.928708, 4.468029, 0.711174], [5.072778, -6.241411, -1.443605], [-3.253901, -3.148298, -0.165351], [-0.383187, -0.633058, -3.105577], [-3.788482, -8.082485, -2.299912], [10.675823, 8.079831, -0.873575], [-8.088524, 3.361419, 0.816876], [5.288144, -4.331085, -6.175885], [-5.872564, -6.835058, -1.725330], [-4.158168, -5.653237, -4.133894], [2.350680, 4.355306, -0.240804], [10.803876, 8.125108, 1.545543], [5.497874, 3.915903, -1.074215], [4.991583, -3.823662, -4.516873], [6.245813, 4.636600, 1.207213], [7.741687, 7.986130, 1.616919], [9.839576, 6.731035, 1.062541], [-5.525148, -0.342033, 1.727214], [-2.914553, -2.659821, -1.961200], [8.839137, 7.910454, 3.000357], [-5.451925, 5.990215, 1.795793], [-7.408214, -1.555466, 9.628540], [-7.281897, -3.050295, 10.571134], [7.192686, 3.701166, -1.556850]], "forces_ev_per_angstrom": [[0.21, 1.03, 4.13], [10.20, 0.38, 0.21], [-1.66, -1.02, 1.48], [-3.26, 0.77, 0.68], [-1.50, 0.00, -2.81], [-1.90, -2.68, 1.91], [-3.36, 7.12, -2.38], [0.62, 0.58, -1.34], [1.28, 0.45, 0.82], [3.33, 2.61, -1.17], [1.96, 0.99, 0.36], [-1.24, 0.16, -0.87], [1.34, 0.65, 0.10], [-0.52, -2.06, -0.19], [-1.19, 0.82, -0.21], [1.62, -1.01, -0.72], [1.31, 0.86, -2.19], [-1.13, -0.76, -0.06], [1.27, 0.43, 0.79], [-0.42, -0.51, 1.16], [0.06, -0.07, 0.06], [-0.06, -0.07, 0.09], [0.35, -0.10, -0.02], [-0.05, -0.08, 0.44], [-0.07, 0.38, -0.28], [0.12, -0.37, 0.24], [-0.08, 0.17, -0.06], [-0.33, 1.27, -0.07], [-0.16, 0.24, -0.19], [-0.01, 0.39, -0.22], [-0.05, -0.10, 0.44], [-1.15, 0.19, -0.22], [0.75, -0.95, -0.60], [0.24, 0.12, 0.27], [-1.10, -0.70, -0.09], [0.17, -0.23, 0.24], [-2.21, -0.36, 1.32], [0.88, 0.64, -0.08], [0.08, 0.02, -0.10], [1.03, -0.20, 0.74], [1.09, 0.89, 1.01], [-0.10, -0.03, -0.03], [-0.07, -0.06, 0.09], [-1.10, -0.25, -0.74], [2.05, -4.81, 2.25], [-1.05, -0.65, -0.18], [0.35, -0.11, -0.01], [0.26, -0.14, -0.36], [-1.09, -0.24, -0.74], [0.21, 0.13, 0.29], [-0.10, -0.01, 0.01], [-0.07, 0.09, -0.05], [0.09, 0.33, -0.11], [-0.26, -0.21, -1.47], [-0.34, -0.01, 0.14], [-0.32, 0.02, 0.40], [-0.16, 1.28, -0.12], [-3.06, -0.70, 0.01], [-0.30, -0.05, -0.35], [-0.11, 0.04, -0.18], [-0.07, 0.03, 0.01], [1.05, 0.28, -0.99], [-0.13, 0.08, 0.05], [0.05, 0.17, -0.10], [1.84, -1.80, -0.90], [0.14, 0.10, -0.05], [0.08, 0.06, 0.00], [-0.03, -0.10, 0.00], [-0.11, 0.21, -0.08], [0.11, -0.01, 0.01], [0.10, 0.07, 0.01], [-2.25, 1.26, 0.63], [-2.09, -1.23, -0.70], [0.03, -0.14, -0.24], [-1.12, -1.49, 1.81], [0.16, 0.13, 0.10], [2.03, -1.49, -0.03], [0.04, 0.09, -0.12], [-1.15, -1.04, -0.62], [-0.74, 1.23, -0.47], [0.03, 0.02, 0.07], [-0.25, -0.03, 0.04], [0.09, 0.26, -0.02], [-0.08, 0.04, 0.03], [-0.18, -0.18, -0.11], [0.20, -0.05, 0.03], [0.14, -0.16, 0.01], [-0.09, -0.06, -0.21], [-0.16, -0.16, -0.09], [0.01, -0.20, -0.02], [0.10, -0.09, 0.11], [0.18, -0.14, 0.09], [-0.18, -0.05, 0.08], [-0.01, 0.01, -0.10], [-0.14, -0.15, -0.10], [-0.01, 0.03, 0.12], [-0.01, -0.16, -0.01], [-0.16, -0.16, 0.12], [0.00, 0.00, 0.24], [-0.14, -0.01, 0.17], [0.13, -0.10, -0.05], [1.75, -1.79, -1.10], [-0.42, 1.86, -1.07], [-0.23, 0.07, -0.09], [0.21, 0.04, 0.02], [-1.11, -1.02, -0.45], [-0.12, -0.14, 0.10], [-0.08, -0.03, -0.03], [0.88, 1.78, -1.17], [0.82, -0.08, 2.06], [-0.04, 0.20, 0.12], [-0.24, 0.06, -0.09], [0.08, 0.03, -0.05], [-0.24, -0.03, 0.03], [0.08, 0.23, 0.01], [-0.04, -0.10, 0.03], [-0.16, -1.60, -0.47], [-0.09, -0.06, -0.21], [0.08, -0.07, 0.03], [-0.16, -0.11, -0.12], [0.12, -0.15, 0.01], [0.09, 0.07, 0.00], [0.06, 0.16, -0.10], [0.18, 0.04, 0.14], [0.14, 1.09, 2.26], [-0.05, 0.09, -0.12], [-0.04, -0.20, 0.16], [-0.03, -0.09, 0.00], [-0.05, 0.09, -0.12], [-0.08, 0.04, 0.03]], "lowdin_charge": [0.81, 0.04, -0.01, -0.04, -0.04, 0.06, -0.04, 0.15, 0.15, -0.04, 0.13, 0.15, 0.15, 0.15, -0.02, -0.22, -0.31, 0.14, 0.14, -0.22, -0.11, -0.11, -0.19, -0.27, -0.27, -0.26, -0.11, -0.18, -0.19, -0.27, -0.27, -0.15, -0.06, -0.19, -0.16, -0.19, -0.27, -0.25, -0.11, -0.24, -0.10, -0.11, -0.11, -0.24, -0.21, -0.23, -0.20, -0.27, -0.21, -0.18, -0.11, -0.11, -0.19, -0.39, -0.19, -0.27, -0.16, -0.20, -0.27, 0.12, 0.07, 0.08, 0.07, 0.11, 0.15, 0.09, 0.08, 0.08, 0.12, 0.07, 0.07, 0.11, 0.09, 0.08, 0.14, 0.09, 0.10, 0.07, -0.07, 0.01, 0.08, 0.12, 0.11, 0.08, 0.12, 0.11, 0.11, 0.11, 0.12, 0.04, 0.07, 0.11, 0.11, 0.06, 0.12, 0.08, 0.07, 0.11, 0.11, 0.12, 0.08, 0.08, 0.10, 0.12, 0.11, -0.02, 0.10, 0.07, 0.08, 0.15, 0.11, 0.12, 0.07, 0.12, 0.12, 0.07, 0.09, 0.11, 0.06, 0.09, 0.11, 0.07, 0.11, 0.12, 0.09, 0.07, 0.12, 0.08, 0.07, 0.08], "lumo_energy_ev": -0.8, "homo_energy_ev": -8.0, "gap_ev": 7.155, "smiles": "CN(C)C(=O)C[C@]1([PH2]=N)OC(=O)O[C@]1(CN)ON=O.CCCC#N.CCCC#N.CCCC#N.CCCC#N.CCCC#N.CCCC#N.CCCC#N.CCCC#N"}